Formula: AgCl2F2NO4S2
Source: OMol25
Level of theory: ωB97M-V/def2-TZVPD

The geometry in ORCA input format:
```
! wB97M-V def2-TZVPD RIJCOSX def2/J DEFGRID3
* xyz -2 1
F 0.0190 -0.7284 -2.5270
F -0.1492 0.9389 1.8870
S -1.2250 0.4666 0.7977
O -1.9705 1.7058 0.5083
S -0.9909 -0.5161 -1.2664
Cl 2.9120 -1.1292 2.8151
N 0.0178 -0.0317 -0.2661
O -1.8963 -0.5062 1.6129
Ag 2.2672 -0.1249 0.3380
O -1.8487 0.4449 -1.9465
O -1.4573 -1.8928 -1.0469
Cl 4.3217 1.3730 -0.9062
*
```

Calculated total energy, eV: -65831.2641
Relative energy (zero: lowest compared OMol25 entry of this formula, charge and spin), kJ/mol: 0.0
HOMO, eV: -2.510
Molar mass, Da: 358.907

Atomic partial charges in e from the Mulliken method, atoms 1 to 4:
1. F -0.3427
2. F -0.2864
3. S 1.0172
4. O -0.5594

***

Formula: AgCsF
Source: OMol25
Level of theory: ωB97M-V/def2-TZVPD

The geometry in ORCA input format:
```
! wB97M-V def2-TZVPD RIJCOSX def2/J DEFGRID3
* xyz 3 3
Ag 1.2918 27.0538 -15.6906
F 3.2259 26.7696 -16.8114
Cs 5.2251 27.5400 -14.7651
*
```

Calculated total energy, eV: -7219.5344
HOMO (spin up / spin down), eV: -29.600 / -29.572
Molar mass, Da: 259.771
Expectation value of S²: 2.01

Population analysis type Mulliken, resulting atomic charges in e:
1. Ag 1.8256
2. F 0.1295
3. Cs 1.0450

***

Formula: AgH12O6
Source: OMol25
Level of theory: ωB97M-V/def2-TZVPD

The geometry in ORCA input format:
```
! wB97M-V def2-TZVPD RIJCOSX def2/J DEFGRID3
* xyz 2 2
H -1.1589 2.3758 1.0386
H 1.5911 1.9418 -0.5524
H -0.9709 0.2498 -2.4274
O -1.3369 1.5458 0.5306
H -1.4209 -1.6182 0.7736
O 1.3171 1.2998 0.1296
Ag -0.1509 0.0548 0.0246
H -2.2499 1.3758 0.6846
O 1.1011 -1.4042 -0.5904
O -1.5179 -1.0372 0.0156
H 0.4421 0.8718 -2.4874
O -0.2539 0.5948 -1.8584
H 2.1371 0.8068 0.4186
H 1.0871 -2.2722 -0.1584
H -1.6039 -1.6182 -0.7754
H 0.7291 -1.2382 2.0246
O 0.2331 -0.4222 1.7456
H 0.1901 -0.0272 2.6206
H 1.8371 -1.4792 -1.1574
*
```

Calculated total energy, eV: -16454.8138
Relative energy (zero: lowest compared OMol25 entry of this formula, charge and spin), kJ/mol: 207.7
HOMO (spin up / spin down), eV: -16.913 / -16.752
Molar mass, Da: 215.958
Expectation value of S²: 0.75

Atomic partial charges in e from the Mulliken method, atoms 1 to 4:
1. H 0.3384
2. H 0.3355
3. H 0.3149
4. O -0.4037